*a*
Molecular formula: HN3S
Method: DFT, ωB97M-V/def2-TZVPD

The geometry in XYZ format:
```
5
Properties=species:S:1:pos:R:3
N 2.56726 -0.55478 0.42322
N 2.73197 0.20829 -0.34958
N 0.50414 -1.13978 0.35704
S -0.64042 -1.89432 -0.27280
H 0.41765 -0.65508 1.21645
```

Output
Structure (SMILES) = N#N.N=S
Kohn-Sham gap (spin up / spin down) = 0.271 / 0.271 Ha
LUMO (spin up / spin down) = -0.042 / -0.041 hartree

*b*
Molecular formula: HN3S
Method: DFT, ωB97M-V/def2-TZVPD

The geometry in XYZ format:
```
5
Properties=species:S:1:pos:R:3
N 0.63296 -0.73966 -0.60739
N -1.49553 -0.91865 0.50588
N 0.69836 0.41475 -0.33679
S -1.40116 0.40697 1.05057
H 1.56538 0.83660 -0.61227
```

Output
Kohn-Sham gap (spin up / spin down) = 0.287 / 0.252 Ha
LUMO (spin up / spin down) = -0.023 / -0.032 hartree

Order from most stable to least stable according to the calculation: *a*, *b*

*a*
Molecular formula: H17O9
Method: DFT, ωB97M-V/def2-TZVPD

The geometry in XYZ format:
```
26
Properties=species:S:1:pos:R:3
O -0.30648 -0.63173 -0.83188
H -0.11304 2.67689 1.88223
H -1.70472 0.62005 -2.77497
O 1.41760 -2.31940 0.87880
H 0.45017 -2.26621 0.96436
O -1.49512 0.98838 1.72812
H -0.54935 0.81562 1.72448
H -1.73773 1.16151 0.80464
O -1.84173 1.16292 -1.17919
H 2.33771 -1.66572 2.57226
H 4.03755 -0.53433 -0.05503
O -1.73798 0.30652 -3.70766
H -0.96696 0.21600 -0.95151
H -1.24609 1.93665 -1.24011
O 2.69346 -0.77634 2.53840
H 3.24071 0.09996 -0.99143
H 2.88558 -0.57740 1.62937
O 0.59850 3.06906 2.42774
H 0.85693 2.20503 2.80946
H 1.71147 -1.59416 0.32259
O -3.52339 -1.04449 -1.16977
H -3.94629 -1.44602 -0.41088
H -3.14388 -0.17807 -0.97813
O 3.58283 -0.81092 -0.86885
H -1.78450 -0.64814 -3.52958
H 0.28474 -0.76565 -1.59347
```

Output
Spin multiplicity = 2
Kohn-Sham gap (spin up / spin down) = 0.396 / 0.212 Ha
LUMO (spin up / spin down) = -0.023 / -0.207 hartree

*b*
Molecular formula: H17O9
Method: DFT, ωB97M-V/def2-TZVPD

The geometry in XYZ format:
```
26
Properties=species:S:1:pos:R:3
O 1.20182 -1.06855 -0.45073
H 0.90526 -0.96686 2.25912
H 0.14943 0.21435 -1.48446
O 0.13455 1.11430 0.75258
H -0.55991 0.74338 1.35785
O 1.21837 -0.76450 -3.80547
H 1.63156 -0.98680 -2.84142
H 0.41287 -0.53162 -3.47984
O 1.85570 1.85205 3.14195
H 2.10447 -0.61903 -0.48734
H 1.15700 1.50832 2.54073
O -0.43286 0.62792 -2.22128
H -0.85100 1.28342 -1.69610
H 2.49859 1.12423 2.81268
O -2.30301 -1.25918 -1.81925
H -1.86828 -0.51034 -2.30450
H -1.69190 -1.50043 -1.07917
O 1.65835 -0.70367 1.93152
H 1.62179 -0.80000 0.75615
H 0.39806 0.50041 0.06918
O -2.23108 2.22468 1.19172
H -2.38133 1.33937 1.38468
H -1.45151 2.10359 0.50493
O -1.38812 -1.27911 1.07584
H -1.44066 -2.33047 1.09226
H -0.34814 -1.31543 0.79838
```

Output
Spin multiplicity = 2
Kohn-Sham gap (spin up / spin down) = 0.375 / 0.174 Ha
LUMO (spin up / spin down) = -0.031 / -0.232 hartree

Order from most stable to least stable according to the calculation: *a*, *b*

*a*
Molecular formula: C2H3ClNOP
Method: DFT, ωB97M-V/def2-TZVPD

The geometry in XYZ format:
```
9
Properties=species:S:1:pos:R:3
C 0.18030 -1.16522 -0.35211
C -0.17115 -0.15027 0.67173
N -0.16026 -2.33166 -0.40224
O -1.27380 -0.48072 1.52270
P -1.94721 -1.98018 1.46669
Cl -3.56020 -1.56187 0.35803
H 0.69604 -0.61843 -1.05297
H 0.64650 -0.07241 1.45660
H -0.36010 0.77171 0.11492
```

Output
Kohn-Sham gap (spin up / spin down) = 0.300 / 0.277 Ha
LUMO (spin up / spin down) = -0.028 / -0.028 hartree

*b*
Molecular formula: C2H3ClNOP
Method: DFT, ωB97M-V/def2-TZVPD

The geometry in XYZ format:
```
9
Properties=species:S:1:pos:R:3
C 1.65903 1.17865 -2.10566
C -0.01751 -0.11781 -0.11332
N 1.96744 2.03719 -2.79286
O 1.20281 -1.58532 -2.09003
P 1.37482 -0.40107 -1.25420
Cl 3.30557 -0.58912 -0.12486
H -0.14627 0.87369 0.03349
H -0.88426 -0.56963 -0.55665
H 0.06037 -0.72226 0.72239
```

Output
Structure (SMILES) = C[P@](=O)(Cl)C#N
Kohn-Sham gap = 0.405 Ha
LUMO = -0.022 hartree

Order from most stable to least stable according to the calculation: *b*, *a*

*a*
Molecular formula: C22H35N7OS
Method: DFT, ωB97M-V/def2-TZVPD

The geometry in XYZ format:
```
66
Properties=species:S:1:pos:R:3
C 0.19602 -2.49692 3.44084
H 0.76110 -1.98470 4.21732
C 1.06389 -2.67436 2.19914
C 0.41268 -3.52004 1.08936
N -0.48467 -2.86823 0.15919
C -1.73391 -2.37882 0.69089
C -2.69049 -2.12144 -0.47037
N -2.14390 -1.13431 -1.39462
C -0.83452 -1.58536 -1.85597
C 0.10450 -1.85097 -0.68077
H 1.06276 -2.21035 -1.06076
H 0.28647 -0.91035 -0.13416
H -0.40790 -0.80940 -2.49852
H -0.92697 -2.51372 -2.44352
C -3.04441 -0.93286 -2.52924
H -3.39723 -1.90415 -2.91638
C -4.25088 -0.05083 -2.19718
H -4.98142 -0.14713 -3.00161
H -4.72377 -0.38582 -1.27440
C -3.86533 1.41904 -2.06649
N -2.90149 1.61038 -1.00722
C -2.98411 2.63948 -0.14883
O -3.85760 3.48434 -0.20423
C -1.84271 2.76064 0.86409
C -0.68783 3.50682 0.18107
H -0.33258 2.92722 -0.67514
C 0.46174 3.70186 1.17182
N 0.88950 2.42222 1.69245
C 1.82283 1.69909 1.05268
N 1.98499 0.42220 1.18814
N 3.03843 -0.06688 0.54119
C 3.70743 0.80553 -0.11768
N 4.81924 0.53365 -0.85658
C 5.57126 1.43370 -1.56582
C 6.59585 0.76187 -2.15895
C 6.46829 -0.60329 -1.79986
C 5.37180 -0.71465 -1.00152
H 4.92447 -1.55757 -0.51634
H 7.11759 -1.40056 -2.10196
H 7.35778 1.18692 -2.78121
H 5.31181 2.47416 -1.58548
S 3.04830 2.45008 0.00865
C -0.16267 1.70883 2.39219
H -0.48003 2.33211 3.23327
C -1.33872 1.44230 1.44946
H -0.98588 0.77947 0.65745
H -2.14029 0.94007 1.99295
H 0.25343 0.77424 2.76923
H 0.12864 4.31211 2.01669
H 1.30772 4.20109 0.69506
H -1.03481 4.47487 -0.18116
H -2.22396 3.39055 1.67559
H -2.25440 0.83689 -0.89401
H -4.73736 2.03755 -1.83721
H -3.43742 1.77068 -3.01479
H -2.47495 -0.44875 -3.32796
H -3.64028 -1.75182 -0.07903
H -2.87374 -3.07627 -0.99171
H -2.16556 -3.13713 1.34738
H -1.61032 -1.44378 1.26179
H 1.20895 -3.95550 0.47757
H -0.14503 -4.34558 1.54369
H 1.98395 -3.18096 2.49835
H 1.34680 -1.70089 1.80077
H -0.69533 -1.91194 3.23172
H -0.11580 -3.46459 3.83071
```

Output
Structure (SMILES) = CCCN1CCN(CCCNC(=O)C2CCN(c3nnc(-n4cccc4)s3)CC2)CC1
Kohn-Sham gap = 0.314 Ha
LUMO = 0.017 hartree

*b*
Molecular formula: C22H35N7OS
Method: DFT, ωB97M-V/def2-TZVPD

The geometry in XYZ format:
```
66
Properties=species:S:1:pos:R:3
C 5.13825 2.71495 1.17536
H 6.15992 2.61880 0.81656
C 4.28713 1.55007 0.68934
C 2.82487 1.71458 1.11041
N 2.25044 2.89823 0.49042
C 1.67294 2.66370 -0.82125
C 0.27584 2.02222 -0.75940
N -0.66127 2.75165 0.08941
C -1.23199 3.94178 -0.53557
H -0.49103 4.49416 -1.13054
H -1.58004 4.60640 0.25928
C -2.42650 3.59484 -1.43443
H -2.12306 2.87543 -2.19640
H -2.75132 4.50460 -1.94118
C -3.60281 3.01776 -0.64576
N -3.22190 1.76626 -0.03345
C -3.90072 0.61978 -0.19069
O -4.98095 0.53342 -0.74160
C -3.18583 -0.59785 0.39453
C -2.83241 -1.55208 -0.75620
N -2.16611 -2.72500 -0.24215
C -0.83460 -2.73277 -0.07938
N -0.17640 -3.53865 0.68814
N 1.14308 -3.41675 0.60586
C 1.54524 -2.51585 -0.21222
N 2.84941 -2.20350 -0.45912
C 3.30882 -1.31240 -1.39339
C 4.66925 -1.29971 -1.34061
C 5.05937 -2.21600 -0.33303
C 3.92438 -2.75690 0.18905
H 3.76947 -3.48406 0.95927
H 6.06448 -2.44182 -0.03767
H 5.32398 -0.70784 -1.94855
H 2.62572 -0.77083 -2.01862
S 0.22122 -1.65917 -1.03062
C -2.98070 -3.48752 0.68566
H -2.40084 -4.34875 1.01713
C -3.39537 -2.61676 1.87263
C -4.08360 -1.34225 1.38627
H -4.31329 -0.69339 2.23354
H -5.02296 -1.58510 0.88561
H -4.06402 -3.18239 2.52167
H -2.50230 -2.35893 2.44623
H -3.86550 -3.82731 0.13971
H -2.19078 -1.05680 -1.48875
H -3.75393 -1.86334 -1.25603
H -2.26275 -0.28578 0.89455
H -2.26376 1.78231 0.31344
H -3.91087 3.72686 0.13214
H -4.45832 2.82477 -1.29819
C -0.05968 2.97354 1.39898
C 1.31750 3.64712 1.31044
H 1.74040 3.77428 2.30855
H 1.20688 4.63988 0.85983
H -0.74176 3.57036 2.00843
H 0.05397 1.99238 1.87442
H -0.14065 1.93965 -1.76410
H 0.36138 1.01137 -0.34849
H 2.34356 2.02266 -1.39470
H 1.61337 3.63129 -1.33126
H 2.78698 1.83591 2.19565
H 2.27347 0.79590 0.85875
H 4.34384 1.48762 -0.39799
H 4.66592 0.60986 1.09483
H 5.15662 2.74761 2.26259
H 4.72192 3.64920 0.80846
```

Output
Structure (SMILES) = CCCN1CCN(CCCNC(=O)[C@H]2CCCN(c3nnc(-n4cccc4)s3)C2)CC1
Kohn-Sham gap = 0.309 Ha
LUMO = 0.018 hartree

Order from most stable to least stable according to the calculation: *a*, *b*